(1)
Molecular formula: C3H11N5
Method: DFT, the ωB97M-V functional and the def2-TZVPD basis

## Properties
- ⟨S²⟩ = 2.01
- multiplicity = 3
- total charge = +2
- energy (hartree) = -393.8320
- E_LUMO (alpha / beta) (eV) = -7.130 / -10.893
- relative energy (zero: lowest compared OMol25 entry of this formula, charge and spin) (eV) = 0.477

Each line ends with the natural charge from an NBO analysis.
Atoms and positions in Å:
C (0.7173, -0.2012, 0.1984)  0.30
C (-1.4542, -0.6210, -0.4746)  -0.28
C (-1.1048, 0.8145, -0.8194)  -0.22
N (1.9288, -0.4039, 0.6638)  -0.73
N (-0.2349, -1.1471, 0.0600)  -0.03
N (0.2366, 1.0669, -0.2738)  -0.24
N (0.0066, -2.4466, 0.0561)  -0.40
N (0.4349, 2.1805, 0.6395)  -0.53
H (-2.3877, -0.9208, 0.0871)  0.29
H (-1.6635, -1.1694, -1.4131)  0.26
H (-1.1069, 0.8772, -1.8358)  0.25
H (-1.6575, 1.5662, -0.3533)  0.22
H (2.5498, 0.3605, 0.5218)  0.43
H (-0.7937, -3.0768, -0.1722)  0.45
H (2.1689, -1.3863, 1.0078)  0.46
H (0.8816, -2.7908, -0.3484)  0.43
H (0.0259, 1.9488, 1.5952)  0.44
H (-0.0079, 2.9593, 0.1917)  0.46
H (1.4608, 2.3898, 0.6691)  0.46

Force components x, y, z for each atom (eV/Å):
0.3 4.9 -0.9
-2.0 -1.5 -0.6
0.7 0.0 2.7
1.4 -2.7 1.4
-3.3 -3.9 0.2
2.2 -3.1 -1.1
-0.3 -0.7 -0.8
-0.1 -1.1 1.5
1.1 1.0 0.2
0.3 0.2 0.1
0.1 0.8 -2.8
-2.0 0.9 0.3
1.3 -0.4 0.1
0.6 0.8 0.4
0.3 2.5 -0.4
0.2 0.2 0.2
0.6 0.8 -0.8
-0.5 1.1 0.0
-1.0 -0.1 0.3

***

(2)
Molecular formula: C3H11N5
Method: DFT, the ωB97M-V functional and the def2-TZVPD basis

## Properties
- ⟨S²⟩ = 2.02
- multiplicity = 3
- total charge = +2
- energy (hartree) = -393.8288
- E_LUMO (alpha / beta) (eV) = -7.348 / -10.326
- relative energy (zero: lowest compared OMol25 entry of this formula, charge and spin) (eV) = 0.565

Each line ends with the natural charge from an NBO analysis.
Atoms and positions in Å:
C (0.1089, -1.0845, -1.5199)  0.39
C (1.3381, 0.9095, -1.1887)  -0.45
C (0.0044, 1.1291, 1.2660)  -0.16
N (-0.7741, -2.0836, -1.2553)  -0.28
N (0.3396, -0.0089, -0.7292)  -0.19
N (-0.8484, 1.1665, 2.5074)  -0.67
N (-0.8065, -3.0587, -2.0024)  -0.27
N (-0.3232, 0.0101, 0.3728)  -0.16
H (0.6143, -1.4216, -2.3909)  0.27
H (0.9074, 1.8613, -1.3047)  0.24
H (2.1951, 1.2082, -0.3760)  0.24
H (1.8389, 0.3291, -1.9481)  0.26
H (1.0472, 1.1888, 1.5691)  0.25
H (0.0779, 2.1354, 0.8289)  0.26
H (-0.4545, 1.8157, 3.1448)  0.46
H (-0.6449, 0.4099, 3.1354)  0.47
H (-1.7894, 1.4612, 2.1759)  0.48
H (-1.4528, -3.8550, -1.9107)  0.41
H (-1.3777, -2.1125, -0.3741)  0.43

Force components x, y, z for each atom (eV/Å):
-1.7 -2.3 0.8
3.2 0.3 2.8
1.4 0.2 -0.7
-1.5 3.3 5.3
0.9 -1.0 -1.8
0.5 0.3 -2.3
1.0 -3.8 -4.6
-1.7 1.3 3.8
1.1 0.9 -0.9
-0.6 1.1 -1.5
-1.9 -1.4 -1.5
0.3 1.1 -0.8
0.4 -1.2 0.5
-1.4 0.0 -0.4
0.3 2.4 0.4
-1.3 -2.0 -0.2
0.1 -0.9 1.3
-0.1 0.9 0.9
1.0 0.8 -1.1

***

(3)
Molecular formula: C3H11NO
Method: DFT, the ωB97M-V functional and the def2-TZVPD basis

## Properties
- multiplicity = 1
- energy (hartree) = -250.7671
- E_LUMO (eV) = 0.230
- relative energy (zero: lowest compared OMol25 entry of this formula, charge and spin) (eV) = 3.526

Each line ends with the natural charge from an NBO analysis.
Atoms and positions in Å:
C (1.9237, 1.8316, 1.0273)  -0.19
O (1.1135, 0.8331, 0.6374)  -1.05
H (1.6511, 2.2816, 2.0284)  0.10
H (2.9498, 1.4128, 1.3263)  0.10
H (2.0883, 2.6215, 0.2409)  0.11
C (-1.5364, -0.3526, -1.6080)  -0.66
C (-0.9617, -1.4863, -0.7773)  -0.21
N (-0.6402, -0.9158, 0.6130)  -0.71
H (-0.8037, 0.4280, -1.6757)  0.26
H (-1.6288, -0.6644, -2.6691)  0.23
H (-2.5897, -0.0660, -1.4744)  0.23
H (-1.7381, -2.2409, -0.5611)  0.19
H (-0.1126, -1.9567, -1.2598)  0.22
H (-0.8244, 0.0752, 0.8135)  0.49
H (0.3884, -1.0204, 0.5782)  0.48
H (-0.8135, -1.6770, 1.2638)  0.41

Force components x, y, z for each atom (eV/Å):
1.8 -0.1 1.1
-1.6 -1.1 -0.4
-0.3 0.3 -0.8
-0.5 0.6 -0.6
-0.1 -0.2 0.7
-0.3 -1.0 -2.2
-2.7 0.8 0.7
2.0 -3.3 -1.6
0.0 0.9 0.5
0.4 -0.3 0.4
0.6 0.2 1.0
0.4 0.1 -0.5
0.3 0.2 0.4
0.5 0.1 0.1
0.4 2.0 0.5
-1.0 0.8 0.7

***

(4)
Molecular formula: C3H11NO
Method: DFT, the ωB97M-V functional and the def2-TZVPD basis

## Properties
- multiplicity = 1
- energy (hartree) = -250.6939
- E_LUMO (eV) = -1.265
- relative energy (zero: lowest compared OMol25 entry of this formula, charge and spin) (eV) = 5.517

Each line ends with the natural charge from an NBO analysis.
Atoms and positions in Å:
C (0.6445, -0.2193, -0.5973)  0.01
C (-0.4354, -0.8770, 0.2411)  -0.44
C (0.0085, -1.9071, 1.2573)  -0.63
N (0.2577, 0.8105, -1.4369)  -0.76
H (1.1268, -1.8837, -1.6940)  0.14
H (1.0179, -1.0801, -1.3064)  0.03
H (-1.2862, -1.2131, -0.3227)  0.21
H (-0.6660, 0.0503, 0.7737)  0.28
H (-0.8840, -2.4954, 1.4981)  0.22
H (0.2357, -1.4646, 2.2433)  0.22
H (0.7994, -2.6228, 0.9894)  0.21
H (0.0072, 0.4968, -2.3770)  0.35
H (1.4712, 0.1091, -0.0154)  0.20
H (-1.2918, 2.7249, 0.4500)  0.47
H (-0.0866, 1.9939, -0.2698)  0.50
O (-0.4675, 2.2526, 0.6121)  -0.99

Force components x, y, z for each atom (eV/Å):
-3.9 5.4 0.7
1.2 0.0 0.3
-0.6 -0.6 1.1
2.7 -2.4 -0.4
0.2 1.0 0.6
1.3 -4.0 -3.0
-0.3 0.1 -0.5
-0.7 -0.2 0.1
0.2 -0.3 -0.1
0.4 0.0 -0.6
-0.2 0.4 -0.2
-1.3 0.2 0.6
1.0 -0.1 1.0
0.2 -0.1 -0.1
-0.5 0.4 0.4
0.1 0.2 0.0

***

(5)
Molecular formula: C3H11NO2
Method: DFT, the ωB97M-V functional and the def2-TZVPD basis

## Properties
- multiplicity = 1
- energy (hartree) = -326.1014
- E_LUMO (eV) = 0.575
- relative energy (zero: lowest compared OMol25 entry of this formula, charge and spin) (eV) = 0.820
- SMILES = C/C=C/N.O.O

Each line ends with the natural charge from an NBO analysis.
Atoms and positions in Å:
C (-0.6329, 2.3745, -0.5554)  -0.64
C (0.0459, 1.0599, -0.8943)  -0.24
C (-0.5148, -0.1329, -1.0357)  -0.03
N (0.0874, -1.3442, -1.4129)  -0.86
H (-1.7017, 2.2072, -0.3928)  0.21
H (-0.2517, 2.8931, 0.3265)  0.22
H (-0.5184, 3.0621, -1.3843)  0.22
H (1.1344, 1.0795, -0.8030)  0.19
H (-1.5354, -0.3214, -0.6922)  0.19
H (-0.2881, -1.6959, -2.2801)  0.39
H (1.1050, -1.3414, -1.4297)  0.38
H (0.6720, -2.6565, -0.1768)  0.48
H (1.3112, -2.9702, 1.1882)  0.46
O (1.1508, -3.3617, 0.3202)  -0.97
H (0.2370, 0.1357, 3.7791)  0.47
H (-0.0612, 0.3251, 2.2924)  0.47
O (-0.2393, 0.6873, 3.1508)  -0.94

Force components x, y, z for each atom (eV/Å):
-0.5 -0.8 0.2
0.8 0.5 1.2
-0.9 0.0 0.5
0.8 -0.3 0.4
0.0 0.1 -0.1
0.2 -0.3 0.0
0.0 0.1 -0.3
0.0 0.1 -0.9
-0.2 0.5 -0.7
0.0 -0.2 0.0
-0.2 0.4 -0.4
0.0 -0.6 0.4
0.0 -0.2 -0.1
-0.1 0.6 0.0
0.0 0.0 -0.1
0.2 -0.3 -0.7
-0.1 0.3 0.7

***

(6)
Molecular formula: C3H11NO2
Method: DFT, the ωB97M-V functional and the def2-TZVPD basis

## Properties
- multiplicity = 1
- energy (hartree) = -326.1037
- E_LUMO (eV) = 0.731
- relative energy (zero: lowest compared OMol25 entry of this formula, charge and spin) (eV) = 0.757
- SMILES = C[C@@H](O)CN.O

Each line ends with the natural charge from an NBO analysis.
Atoms and positions in Å:
C (-1.0617, -1.0231, -1.0110)  -0.24
C (0.1966, -0.2970, -1.5053)  0.08
C (-0.1668, 0.6585, -2.5987)  -0.64
O (0.7807, 0.4039, -0.4444)  -0.73
N (-0.9184, -1.6457, 0.3942)  -0.85
H (-1.3668, -1.8899, -1.5870)  0.19
H (-1.8215, -0.2566, -0.8890)  0.19
H (0.9085, -1.0964, -1.8294)  0.15
H (-1.1400, 1.1251, -2.4453)  0.20
H (-0.3321, 0.2654, -3.6092)  0.22
H (0.4584, 1.5256, -2.5070)  0.24
H (0.7854, -0.1234, 0.3645)  0.49
H (-1.8399, -1.6066, 0.8248)  0.36
H (-0.8320, -2.6310, 0.1666)  0.35
H (1.4214, 2.1815, 5.8886)  0.46
H (2.5488, 2.0701, 4.9361)  0.46
O (2.3794, 2.3396, 5.8517)  -0.93

Force components x, y, z for each atom (eV/Å):
-0.2 -0.4 2.2
-0.1 -2.2 0.5
-1.1 0.7 -0.4
0.3 1.0 0.2
0.1 0.2 -1.4
-0.2 0.6 -1.0
-0.4 -0.1 -0.4
-0.2 0.6 -0.2
-0.4 -0.2 0.7
1.0 -0.2 0.2
0.9 0.2 -0.7
-0.3 -0.3 -0.2
0.2 0.3 0.1
0.4 -0.1 0.6
0.3 0.2 0.4
0.4 0.2 0.3
-0.7 -0.3 -0.6

***

(7)
Molecular formula: C3H11NO2
Method: DFT, the ωB97M-V functional and the def2-TZVPD basis

## Properties
- multiplicity = 1
- energy (hartree) = -326.0968
- E_LUMO (eV) = 0.643
- relative energy (zero: lowest compared OMol25 entry of this formula, charge and spin) (eV) = 0.944
- SMILES = C[C@H](N)CO.O

Each line ends with the natural charge from an NBO analysis.
Atoms and positions in Å:
C (-1.6016, 0.0480, 0.5579)  -0.09
O (-0.9720, -1.0095, 1.2628)  -0.71
C (-0.9243, 0.2645, -0.7926)  -0.08
C (0.5469, -0.2596, -0.9135)  -0.61
N (-0.6906, 1.6886, -1.3011)  -0.84
H (-1.6590, 1.0027, 1.1186)  0.16
H (-2.6358, -0.3322, 0.5003)  0.19
H (-0.1359, -0.6836, 1.5707)  0.46
H (-1.4709, -0.1893, -1.6356)  0.19
H (0.8391, -0.1145, -1.9507)  0.23
H (1.0756, 0.4177, -0.2483)  0.19
H (0.7790, -1.2449, -0.5185)  0.21
H (-0.0573, 2.0373, -0.5939)  0.34
H (-1.5510, 2.2120, -1.3802)  0.36
H (3.5782, -1.2473, 1.4126)  0.47
H (2.1899, -1.7045, 1.4448)  0.46
O (2.6900, -0.8854, 1.4669)  -0.93

Force components x, y, z for each atom (eV/Å):
-0.5 -0.2 0.1
-0.4 0.0 0.4
0.9 0.4 -2.8
-1.0 0.4 1.0
-0.5 -1.7 1.0
0.3 -0.4 0.0
0.3 0.5 -0.5
0.7 0.1 0.3
-0.2 -0.2 0.6
0.2 -0.1 0.2
0.8 0.1 -0.2
-0.4 -0.2 -0.4
-0.2 1.0 -0.1
0.0 0.2 0.4
0.4 0.4 0.0
-0.5 -0.1 0.0
0.1 -0.4 0.1